No. 1
Density functional theory data (the ωB97M-V functional and the def2-TZVPD basis) for a molecular structure, C23H51AsF6N5O7.

The geometry in ORCA input format:
```
! wB97M-V def2-TZVPD RIJCOSX def2/J DEFGRID3
* xyz -1 1
As -33.44048 -17.67552 -17.30129
F -34.10112 -17.57149 -18.90735
F -35.02102 -17.81292 -16.54647
F -32.76365 -17.80496 -15.69074
F -31.83328 -17.73000 -17.96152
F -33.37953 -15.93976 -17.19884
F -33.47862 -19.43663 -17.40777
C -35.45028 -17.15529 -13.26205
O -35.28249 -17.94242 -12.34278
N -36.12547 -15.98713 -13.08085
C -36.18707 -15.03694 -14.17805
C -36.91210 -15.72396 -11.92168
H -35.02381 -17.24179 -14.26862
H -35.75453 -15.31910 -15.13122
H -35.88571 -14.04081 -13.83569
H -37.25185 -14.83545 -14.36734
H -36.70829 -14.80760 -11.36843
H -37.98889 -15.71117 -12.13673
H -36.83085 -16.56558 -11.23436
C -37.83108 -13.13717 -16.74732
O -38.75866 -13.53792 -16.06687
N -37.08069 -13.96317 -17.50809
C -35.78344 -13.55501 -18.02205
C -37.38877 -15.38246 -17.57280
H -37.57227 -12.07294 -16.83129
H -35.57543 -14.02649 -18.98607
H -34.93297 -13.79757 -17.38466
H -35.84061 -12.49561 -18.27788
H -36.51781 -15.91270 -17.18668
H -38.28687 -15.65323 -17.02713
H -37.58108 -15.72358 -18.59345
C -39.38720 -20.77373 -16.08696
O -40.02254 -21.18939 -17.03438
N -38.33894 -19.91939 -16.16655
C -37.73820 -19.37847 -14.94748
C -37.78406 -19.56124 -17.45535
H -39.58087 -21.06360 -15.04196
H -38.09469 -18.37082 -14.71804
H -36.66204 -19.41621 -15.11062
H -38.08429 -20.01483 -14.13263
H -37.78340 -18.48105 -17.60865
H -36.76645 -19.92855 -17.57857
H -38.38216 -20.02413 -18.23665
C -36.09077 -21.91566 -21.25909
O -37.00641 -21.11878 -21.18624
N -34.96427 -21.85401 -20.52552
C -33.80544 -22.67116 -20.73589
C -34.81953 -20.82920 -19.50665
H -36.07572 -22.80066 -21.91873
H -32.98141 -22.08019 -21.15710
H -33.99461 -23.46660 -21.45614
H -33.43512 -23.05146 -19.78228
H -35.69768 -20.24513 -19.27034
H -34.47659 -21.25845 -18.56567
H -34.07961 -20.08265 -19.80417
C -31.92898 -22.01975 -12.78257
O -30.84847 -22.57352 -12.74795
N -32.31752 -21.09528 -13.67559
C -31.48834 -20.72793 -14.81573
C -33.62097 -20.44433 -13.59801
H -32.72291 -22.22453 -12.04592
H -31.98344 -21.05331 -15.72991
H -30.46552 -21.07692 -14.72662
H -31.46346 -19.63685 -14.80904
H -33.51979 -19.36033 -13.58281
H -34.17548 -20.61741 -14.52600
H -34.10388 -20.84143 -12.71193
C -33.23097 -13.66956 -21.71638
C -32.92997 -14.89616 -20.87373
C -32.13970 -14.29441 -19.70773
O -31.61934 -13.04893 -20.16379
C -31.94847 -12.86887 -21.53934
H -34.08767 -13.13160 -21.30750
H -33.40344 -13.93153 -22.76259
H -32.37532 -15.65914 -21.42731
H -33.78846 -15.46487 -20.50881
H -31.34963 -14.96410 -19.36193
H -32.81788 -14.10420 -18.87174
H -31.14615 -13.25171 -22.17910
H -32.09994 -11.80836 -21.73974
C -31.84276 -14.36772 -14.00989
C -31.25779 -13.07829 -13.48542
C -29.88007 -13.09303 -14.12488
O -30.10966 -13.65382 -15.42256
C -31.27073 -14.48093 -15.43779
H -32.93103 -14.38978 -13.93296
H -31.47308 -15.21518 -13.42706
H -31.24914 -13.05693 -12.39087
H -31.82412 -12.17918 -13.74513
H -29.18907 -13.69705 -13.52329
H -29.41272 -12.13596 -14.35980
H -30.97603 -15.52165 -15.57370
H -32.03885 -14.17651 -16.14543
*
```

- HOMO-LUMO gap: 9.15 eV
- HOMO level: -6.763 eV

***

No. 2
Density functional theory data (the ωB97M-V functional and the def2-TZVPD basis) for 3 unconnected molecules or ions with the total composition C23H51Cl2N5O9P2Si.

The geometry in ORCA input format:
```
! wB97M-V def2-TZVPD RIJCOSX def2/J DEFGRID3
* xyz 0 1
C -3.79997 5.89555 -3.90418
Si -2.91160 4.71532 -2.73164
C -4.15944 3.54575 -1.95169
C -2.23693 5.78964 -1.33783
O -1.57092 3.93985 -3.39906
C -1.24592 4.23634 -4.74589
C -0.48119 5.54336 -4.95592
C 1.02870 5.47721 -4.64246
Cl 1.84239 5.03441 -6.21490
C 1.43552 4.42481 -3.71473
N 1.65596 3.66308 -2.89046
C 1.64144 6.86904 -4.21756
Cl 1.34201 7.97572 -5.63162
C 0.90611 7.47634 -3.11199
N 0.37263 7.97598 -2.23065
C 3.17346 6.78272 -4.02244
C 3.71887 7.20937 -2.64774
N 3.59791 8.63554 -2.40785
N 5.18070 6.95220 -2.73363
N 3.22575 6.40543 -1.50853
H -3.26881 6.84801 -3.94335
H -4.81900 6.02897 -3.53960
H -3.88537 5.54284 -4.93508
H -5.15399 3.65641 -2.38653
H -4.26287 3.82912 -0.90146
H -3.85126 2.49977 -1.96934
H -1.93903 5.11581 -0.53123
H -1.30866 6.22040 -1.71452
H -2.93857 6.55553 -1.01734
H -2.11006 4.18972 -5.41144
H -0.58566 3.43024 -5.08970
H -0.54552 5.75091 -6.02347
H -0.97051 6.39602 -4.48094
H 3.57541 5.79164 -4.23742
H 3.64442 7.43593 -4.75020
H 2.86657 8.84794 -1.74402
H 4.47886 9.01008 -2.09015
H 5.26006 5.93761 -2.74220
H 5.51386 7.18450 -1.80039
H 2.80548 5.53755 -1.82741
H 2.48812 6.91316 -1.03309
C -2.96645 -3.53931 2.34220
C -1.60024 -3.02119 1.92865
O -1.52946 -2.79016 0.51907
P -2.25019 -1.46895 -0.10054
O -1.51263 -0.31365 0.45960
O -1.66597 -1.49605 -1.62909
C -1.18825 -0.30261 -2.25733
C 0.32227 -0.28727 -2.29897
O -3.64800 -2.14469 -0.51916
C -3.84131 -2.98685 -1.66538
C -3.08208 -4.29208 -1.62459
H -3.73868 -2.78420 2.17879
H -2.97008 -3.80858 3.39916
H -3.24220 -4.41401 1.75330
H -1.35046 -2.10763 2.47460
H -0.83765 -3.76440 2.16213
H -1.56449 0.58596 -1.75194
H -1.58265 -0.29159 -3.27640
H 0.75033 -0.47264 -1.31416
H 0.68939 0.67319 -2.66462
H 0.69787 -1.07336 -2.95722
H -3.63753 -2.43607 -2.58112
H -4.91133 -3.20184 -1.67450
H -2.01188 -4.13887 -1.75257
H -3.42758 -4.93594 -2.43514
H -3.23793 -4.80827 -0.67794
C 0.98424 -6.70747 2.41910
C 1.84256 -7.76216 3.09312
O 2.15289 -7.40992 4.44428
P 1.00332 -7.57365 5.58361
O 0.73908 -9.02764 5.67762
O 1.88824 -7.33420 6.94054
C 1.73096 -8.18093 8.08193
C 2.89498 -9.14325 8.18812
O 0.44307 -6.06705 5.56501
C 1.10080 -4.93758 6.16108
C 2.42919 -4.58011 5.53780
H -0.00006 -6.64678 2.89022
H 0.84444 -6.94120 1.36316
H 1.44358 -5.72260 2.50493
H 1.35180 -8.73843 3.06360
H 2.79344 -7.85622 2.56972
H 0.78342 -8.71635 8.04391
H 1.70264 -7.53286 8.96093
H 3.05255 -9.67518 7.25049
H 2.72710 -9.87215 8.98235
H 3.81640 -8.60032 8.40517
H 1.18855 -5.07258 7.23688
H 0.40887 -4.10578 6.01708
H 3.19501 -5.31738 5.77249
H 2.76201 -3.61625 5.92616
H 2.34918 -4.51071 4.45355
*
```

- Structure (SMILES): C[Si](C)(C)OCC[C@](Cl)(C#N)[C@@](Cl)(C#N)CC(N)(N)N.CCOP(=O)(OCC)OCC.CCOP(=O)(OCC)OCC
- HOMO-LUMO gap: 9.43 eV
- HOMO level: -9.515 eV

***

No. 3
Density functional theory data (the ωB97M-V functional and the def2-TZVPD basis) for 7 unconnected molecules or ions with the total composition C23H51F9N4O12S2.

The geometry in ORCA input format:
```
! wB97M-V def2-TZVPD RIJCOSX def2/J DEFGRID3
* xyz 0 1
F 0.43581 -2.05321 1.44844
C 0.11898 -1.34199 0.32821
F -1.23580 -1.31524 0.23587
C 0.67092 0.08075 0.44060
C -0.04162 1.11651 -0.42380
C -1.27889 1.75260 0.23773
C -2.47378 1.83609 -0.72189
C -3.30060 0.58156 -0.72715
N -3.55106 0.00642 -1.90494
N -4.21640 -1.12948 -1.89622
C -4.58989 -1.61814 -0.71329
C -5.32500 -2.93212 -0.71162
C -5.19547 -3.72589 0.58405
C -3.75741 -4.02916 0.96786
S -3.75733 -5.03039 2.50591
N -4.38013 -1.02053 0.45791
N -3.71680 0.11925 0.44714
C 0.73131 -2.09297 -0.88779
F 0.83679 -1.27266 -1.96079
F 1.99235 -2.46049 -0.51570
S -0.22086 -3.65625 -1.44507
F 0.34115 -3.51476 -2.92919
F 0.98717 -4.62633 -1.10527
F -0.78360 -3.85059 0.01820
F -1.45327 -2.73763 -1.82719
F -1.06260 -4.91112 -1.90002
H 1.74272 0.04898 0.27240
H 0.51150 0.33680 1.48554
H -0.34238 0.72002 -1.39108
H 0.67391 1.89948 -0.62161
H -1.02429 2.77747 0.50108
H -1.55129 1.25702 1.16363
H -3.11417 2.68198 -0.47986
H -2.10756 2.00874 -1.72907
H -6.37439 -2.67853 -0.86873
H -5.01826 -3.51028 -1.57720
H -5.73920 -3.24763 1.39096
H -5.68024 -4.68603 0.41024
H -3.27290 -4.63977 0.21578
H -3.18680 -3.13101 1.16553
H -3.00251 -4.25695 3.29515
O -4.43880 -0.33130 4.03655
C -5.25297 0.83196 4.16918
C -6.71240 0.46935 3.99985
O -7.10033 -0.51182 4.94862
H -4.46867 -0.59805 3.11090
H -5.07563 1.21413 5.17381
H -4.95235 1.59202 3.44045
H -7.34746 1.34374 4.14529
H -6.88115 0.07648 2.98766
H -6.35450 -1.11829 5.02471
O 4.56086 3.67912 0.65448
C 3.94362 3.10661 1.81301
C 2.50139 3.55273 1.90545
O 1.79626 3.19669 0.72086
H 4.67143 4.62162 0.81109
H 3.99185 2.02636 1.67680
H 4.50501 3.37606 2.71194
H 2.00313 3.07824 2.75103
H 2.45040 4.64127 2.03225
H 2.41574 3.35652 -0.00259
O 9.50874 2.42656 1.00120
C 8.13810 2.29288 0.60502
C 7.28679 1.85906 1.77326
O 7.38896 2.78544 2.84760
H 9.85819 1.54492 1.15615
H 7.82214 3.28004 0.26878
H 8.05307 1.59357 -0.22383
H 6.24339 1.81477 1.46991
H 7.59841 0.86858 2.13317
H 8.31336 3.05717 2.87772
O -7.45805 -8.67018 0.81327
C -6.41411 -8.53825 -0.15288
C -6.86316 -7.64120 -1.28599
O -7.24278 -6.36543 -0.79105
H -8.15861 -9.20153 0.42474
H -5.57344 -8.08669 0.37225
H -6.11208 -9.52161 -0.52607
H -6.05871 -7.49419 -2.00687
H -7.71947 -8.09421 -1.80366
H -7.69433 -6.52733 0.04613
O 7.81807 1.64234 -2.53816
C 7.95051 2.69876 -3.49180
C 6.57088 3.10002 -3.96400
O 5.78316 3.46518 -2.83566
H 7.55206 0.84323 -3.00327
H 8.41458 3.52721 -2.95910
H 8.59810 2.40167 -4.32112
H 6.61409 3.95100 -4.64296
H 6.08899 2.26037 -4.48156
H 6.03159 2.85607 -2.12947
O 3.92820 5.97882 -2.71276
C 2.53190 5.87677 -2.97759
C 1.82697 5.31535 -1.76108
O 2.07536 6.12957 -0.62545
H 4.28773 5.08305 -2.67473
H 2.18266 6.88810 -3.18201
H 2.34935 5.25269 -3.85855
H 0.74857 5.27109 -1.91486
H 2.19563 4.29884 -1.56173
H 2.99162 6.41955 -0.70919
*
```

- Structure (SMILES): FC(F)(CCCCc1nnc(CCCS)nn1)C(F)(F)S(F)(F)(F)(F)F.OCCO.OCCO.OCCO.OCCO.OCCO.OCCO
- HOMO-LUMO gap: 8.11 eV
- HOMO level: -8.817 eV

***

What is the HOMO level in the first record? -6.763 eV